{"formula": "C3H5N3", "method": "ωB97M-V with the def2-TZVPD basis set", "relative_energy_kj_mol": 499.6, "orbital_gap_ev": [7.8, 7.1], "homo_ev": [-22.09, -21.94], "molar_mass_g_mol": 83.09, "max_force_ev_per_a": 4.59, "multiplicity": 1, "charge": 2, "energy_ha": -280.5968, "elements": ["C", "H", "H", "N", "N", "C", "H", "H", "C", "N", "H"], "positions_angstrom": [[-1.9181, -0.4101, 0.3375], [3.2620, 0.2094, 1.7695], [-2.0466, 0.4294, 0.9227], [1.5609, -0.4930, -0.9334], [-0.6637, -0.4430, -0.2384], [2.4619, -0.4555, 0.0037], [3.1551, -1.2181, -0.5362], [-2.0092, -1.3913, 0.8351], [0.3744, -0.5301, -0.7173], [2.6880, 0.2417, 0.9445], [-2.6063, -0.5069, -0.5056]], "forces_ev_per_a": [[-1.1, -2.9, -2.5], [0.6, 0.3, 0.9], [-0.3, 1.8, 1.7], [1.1, 1.1, -3.3], [-1.3, 0.1, 0.4], [1.9, -2.9, -3.0], [0.9, 0.1, 1.7], [0.0, 0.3, 0.7], [-2.2, -0.2, 0.8], [0.9, 1.6, 2.5], [-0.4, 0.6, 0.2]]}